Below is a 2-piece molecular cluster, CH5INP overall, with properties calculated with ωB97M-V with the def2-TZVPD basis set.

Net charge   0
Orbital gap (spin up / spin down)   0.2440 / 0.3448 Eh

XYZ file:
```
9
Properties=species:S:1:pos:R:3:forces:R:3
C 0.883 0.412 -0.674 -0.0683 0.1742 -0.2505
N 0.561 -0.437 0.449 0.4936 0.0743 0.0754
P -0.849 -1.214 0.855 -0.5638 -0.0267 0.6670
I -2.079 -1.146 -1.206 -0.1823 -0.0434 -0.2980
H 0.693 -0.121 -1.607 0.0772 0.1032 0.0315
H 0.281 1.326 -0.671 0.0286 0.0089 -0.0440
H 1.935 0.683 -0.632 0.0319 -0.0016 -0.0104
H 1.206 -0.372 1.223 -0.0302 -0.0633 -0.0067
H -2.631 0.869 2.264 0.2133 -0.2255 -0.1642
```
Positions in Å, forces in eV/Å.



Below is a 2-piece molecular cluster, C4H5NO2 overall, with properties calculated with ωB97M-V with the def2-TZVPD basis set.

Net charge   0
Orbital gap   0.3759 Eh

XYZ file:
```
12
Properties=species:S:1:pos:R:3:forces:R:3
O 1.400 -1.076 -1.298 -0.4626 -0.0732 0.0840
C 0.288 -1.265 -0.854 0.3813 -0.0835 -0.0119
C -0.124 -0.853 0.516 0.3389 -0.3772 0.4219
C 0.730 -0.208 1.314 0.0595 -0.8253 0.1111
N -0.061 2.027 0.484 -1.4244 2.3348 -1.7888
C -0.744 1.448 -0.357 -0.4578 -1.8226 -0.5004
O -1.391 0.895 -1.153 -0.0297 0.1917 0.0215
H -0.491 -1.765 -1.464 0.1315 0.0575 0.0769
H -1.151 -1.053 0.815 0.2035 -0.0779 -0.0125
H 0.468 0.097 2.323 -0.0293 -0.0063 -0.2105
H 1.740 0.003 0.971 -0.1740 -0.0436 0.0292
H -0.518 2.860 -0.116 1.4630 0.7257 1.7794
```
Positions in Å, forces in eV/Å.



Below is a 6-piece molecular cluster, ClH12NO4 overall, with properties calculated with ωB97M-V with the def2-TZVPD basis set.

Net charge   +1
⟨S²⟩   0.75
2S+1   2
Orbital gap (spin up / spin down)   0.3829 / 0.1734 Eh

XYZ file:
```
18
Properties=species:S:1:pos:R:3:forces:R:3
N 0.667 -1.389 2.409 -0.9294 0.7874 -0.2627
H 0.279 -2.210 1.967 0.3537 -0.8780 0.1466
H 1.581 -1.158 2.044 0.9661 -0.4910 0.0273
H 0.541 -1.336 3.409 0.4412 -0.5000 0.5133
H 0.082 -0.651 2.044 -0.5014 0.7021 -0.2494
Cl -0.657 0.776 0.439 -0.0423 0.1008 -0.0127
O 1.945 -1.777 -0.052 -0.3477 0.0748 0.7237
H 2.371 -2.039 -0.868 0.3071 -0.1495 -0.2307
H 1.208 -1.233 -0.330 -0.1232 0.2123 -0.4990
O 2.228 2.257 -0.346 0.2227 -0.1640 0.3163
H 2.137 2.233 -1.299 0.0462 0.0803 -0.4193
H 1.387 1.940 -0.017 -0.2188 0.1747 0.0436
O -0.948 0.100 -2.858 0.3816 0.0145 -0.0317
H -1.494 -0.684 -2.916 -0.2822 -0.1929 -0.1759
H -0.821 0.236 -1.919 -0.1044 0.1517 0.0410
O -3.502 1.345 -0.818 0.2089 -0.4536 -0.0582
H -4.085 2.104 -0.813 -0.2237 0.2619 -0.0997
H -2.917 1.487 -0.075 -0.1546 0.2684 0.2275
```
Positions in Å, forces in eV/Å.



Below is C36H48AsN2O2S6SeTa as an isolated structure, with properties calculated with ωB97M-V with the def2-TZVPD basis set.

Net charge   0
Orbital gap   0.2716 Eh

XYZ file:
```
97
Properties=species:S:1:pos:R:3:forces:R:3
Ta -0.173 -0.403 0.358 -0.0434 -0.1508 0.5632
C 0.086 2.673 7.430 -0.0159 -0.0268 -0.0194
C 1.429 2.601 6.690 0.0289 -0.0189 0.0426
C 1.858 4.016 6.278 0.0114 -0.0033 -0.0555
C 2.478 2.044 7.656 -0.0184 -0.0090 -0.0204
C 1.271 1.727 5.443 0.0028 0.0777 0.0518
C 0.351 2.087 4.467 -0.0424 -0.0047 -0.0608
C 0.171 1.274 3.364 0.1617 -0.1374 0.0486
Se -0.900 1.787 1.873 -0.0361 0.1102 -0.1271
C -2.607 1.045 2.308 -0.1655 -0.0966 -0.0233
C -3.444 1.563 3.277 0.0383 0.0322 0.0155
C -4.719 1.039 3.445 -0.0450 0.0112 0.0135
C -5.126 0.048 2.553 -0.0287 0.0151 0.0637
C -4.322 -0.479 1.543 0.0130 -0.0614 -0.0226
C -3.007 0.005 1.464 -0.1500 0.2147 0.0636
O -2.119 -0.506 0.593 0.0020 -0.0498 -0.0274
C -4.859 -1.513 0.548 -0.0033 -0.0986 -0.0587
C -6.343 -1.809 0.779 -0.0007 0.0036 -0.0030
C -4.703 -0.970 -0.882 0.0115 0.0506 0.0570
C -4.090 -2.840 0.670 -0.0136 0.0936 0.0561
C -5.619 1.581 4.558 -0.0424 -0.0260 -0.0383
C -6.978 0.878 4.593 0.0227 -0.0023 -0.0010
C -5.859 3.081 4.341 0.0069 0.0163 -0.0266
C -4.933 1.368 5.914 0.0227 -0.0307 0.0081
C 0.906 0.098 3.185 -0.0238 0.0388 -0.0245
O 0.583 -0.690 2.137 0.1309 0.0739 0.1682
C 1.915 -0.238 4.099 -0.0753 -0.0669 -0.1039
C 2.040 0.590 5.215 0.0435 0.0021 0.0767
C 2.887 -1.398 3.855 0.0777 -0.1129 -0.0068
C 3.649 -1.154 2.541 -0.0506 0.0360 0.0227
C 3.917 -1.512 4.982 0.0162 -0.0121 0.0102
C 2.162 -2.749 3.758 0.0022 0.0631 0.0375
H 0.179 3.292 8.325 0.0054 -0.0082 -0.0101
H -0.239 1.675 7.733 -0.0093 0.0273 -0.0001
H -0.696 3.107 6.804 0.0226 -0.0166 0.0125
H 1.973 4.648 7.161 -0.0035 -0.0138 -0.0062
H 1.123 4.487 5.623 0.0235 -0.0143 0.0156
H 2.812 3.988 5.747 -0.0230 0.0174 0.0074
H 2.541 2.690 8.533 -0.0046 -0.0014 -0.0091
H 3.470 2.009 7.200 -0.0191 0.0023 0.0067
H 2.217 1.041 7.999 0.0070 0.0190 -0.0060
H -0.219 3.004 4.556 -0.0081 -0.0266 -0.0325
H -3.095 2.374 3.907 0.0213 -0.0235 -0.0346
H -6.131 -0.334 2.646 0.0205 0.0003 -0.0106
H -6.955 -0.908 0.696 0.0040 -0.0273 0.0036
H -6.521 -2.265 1.756 -0.0061 0.0159 -0.0124
H -6.684 -2.515 0.020 0.0051 0.0068 0.0024
H -5.273 -0.046 -1.004 0.0117 -0.0142 -0.0125
H -5.076 -1.701 -1.604 -0.0043 -0.0080 0.0193
H -3.657 -0.767 -1.106 -0.0111 0.0012 -0.0280
H -4.146 -3.228 1.691 0.0149 0.0027 -0.0170
H -3.048 -2.697 0.397 0.0123 -0.0221 0.0040
H -4.522 -3.587 -0.001 -0.0149 0.0302 0.0006
H -7.536 1.030 3.666 0.0118 -0.0023 0.0165
H -7.577 1.286 5.409 0.0131 -0.0021 -0.0078
H -6.873 -0.196 4.762 -0.0032 0.0262 -0.0032
H -6.348 3.257 3.380 0.0104 0.0090 0.0196
H -4.925 3.646 4.351 -0.0237 -0.0204 -0.0014
H -6.500 3.479 5.131 0.0093 -0.0071 -0.0120
H -4.757 0.305 6.093 0.0012 0.0251 0.0110
H -5.562 1.754 6.720 0.0124 -0.0090 -0.0094
H -3.970 1.881 5.966 -0.0243 -0.0114 -0.0094
H 2.795 0.338 5.944 -0.0360 0.0098 -0.0366
H 4.193 -0.207 2.580 -0.0099 -0.0138 -0.0092
H 2.978 -1.118 1.684 0.0305 0.0067 -0.0058
H 4.370 -1.959 2.379 -0.0153 0.0066 0.0207
H 4.521 -0.607 5.074 -0.0083 -0.0193 0.0035
H 4.594 -2.337 4.756 -0.0040 0.0076 0.0001
H 3.448 -1.722 5.946 0.0181 0.0033 -0.0101
H 1.493 -2.772 2.902 -0.0194 -0.0081 -0.0062
H 1.595 -2.963 4.670 0.0078 0.0098 -0.0326
H 2.897 -3.547 3.630 -0.0031 0.0241 -0.0005
C -1.312 -2.122 3.587 0.0491 -0.0960 -0.0445
C -0.979 -3.032 2.446 -0.0320 -0.0396 -0.1350
N -0.710 -2.705 1.204 0.1721 -0.0199 -0.0153
C -0.609 -3.815 0.392 0.0529 0.1532 -0.0310
C -0.692 -5.003 1.035 -0.0918 -0.0708 0.0933
S -1.007 -4.727 2.691 0.0022 -0.0351 -0.0079
C -0.637 -3.583 -1.048 0.0753 0.1528 0.2059
C -0.389 -4.480 -2.029 -0.0820 -0.0694 -0.0789
S -0.773 -3.774 -3.533 0.1438 0.0124 -0.0950
C -1.187 -2.297 -2.759 -0.0757 -0.0419 0.0136
N -1.067 -2.339 -1.459 -0.0428 0.0814 -0.1553
C -1.597 -1.129 -3.588 -0.0430 -0.0448 0.0029
H -1.644 -1.158 3.222 -0.0454 0.0488 -0.0001
H -0.450 -1.966 4.234 0.0182 0.0007 -0.0217
H -2.115 -2.558 4.184 0.0207 -0.0382 -0.0357
H -0.673 -5.992 0.608 -0.0136 0.0353 0.0322
H -0.037 -5.494 -1.933 -0.0302 0.0218 -0.0209
H -1.986 -1.464 -4.549 0.0038 -0.0139 0.0133
H -0.742 -0.476 -3.764 0.0148 -0.0071 0.0066
H -2.356 -0.546 -3.074 -0.0091 0.0135 0.0120
S 1.861 1.435 0.597 0.0251 -0.0202 0.1077
As 1.653 0.936 -1.471 0.2305 0.0551 -0.4250
S 1.660 -1.269 -1.128 -0.0710 0.0713 0.1750
S -0.558 1.197 -1.464 -0.0928 -0.0216 -0.1093
S 2.735 1.702 -3.034 -0.0280 -0.0401 0.0137
```
Positions in Å, forces in eV/Å.



Below is one molecule with the formula C3H10N2, with properties calculated with ωB97M-V with the def2-TZVPD basis set.

Net charge   0
Orbital gap   0.3684 Eh

XYZ file:
```
15
Properties=species:S:1:pos:R:3:forces:R:3
N 0.685 2.076 -1.078 0.1338 0.1179 -0.0771
C -0.216 1.157 -0.394 0.2240 0.2547 0.3497
C 0.280 -0.270 -0.481 -0.3531 -0.3904 -0.4493
C -0.640 -1.260 0.252 -0.1506 -0.0874 0.1740
N -0.118 -1.901 1.434 -0.2335 -0.5126 0.4764
H 1.585 2.119 -0.613 -0.0481 -0.0054 -0.0114
H 0.300 3.012 -1.080 0.0724 0.0024 -0.0065
H -0.359 1.408 0.671 -0.0531 -0.0020 -0.0762
H -1.186 1.263 -0.877 -0.1416 -0.2096 0.0074
H 1.280 -0.376 -0.067 0.1750 0.1885 0.1286
H 0.360 -0.555 -1.535 0.0151 0.1196 0.0268
H -1.569 -0.786 0.562 -0.0558 0.3872 0.0384
H -1.002 -2.029 -0.428 0.2504 -0.2192 -0.1707
H 0.691 -2.492 1.347 0.1041 0.1397 -0.2416
H -0.091 -1.367 2.286 0.0611 0.2166 -0.1684
```
Positions in Å, forces in eV/Å.



Below is one molecule with the formula C6H10O, with properties calculated with ωB97M-V with the def2-TZVPD basis set.

Net charge   0
Orbital gap   0.3595 Eh

XYZ file:
```
17
Properties=species:S:1:pos:R:3:forces:R:3
O 1.426 0.111 1.198 0.1228 0.0400 -0.0471
C 2.247 -0.282 0.200 0.1491 -0.0299 -0.1305
C 2.074 -0.417 -1.114 -0.0669 -0.0114 0.0441
C 0.019 0.329 1.127 -0.3284 0.0405 0.0257
C -0.668 0.581 -0.193 0.1474 0.0496 0.0258
C -1.357 -0.550 -0.902 0.0504 -0.1297 -0.1063
C -2.170 0.476 -0.165 -0.1446 0.0721 0.0586
H 3.224 -0.477 0.641 -0.1257 0.0438 -0.1274
H 2.939 -0.711 -1.697 -0.1325 -0.0075 0.1062
H 1.142 -0.249 -1.637 0.1546 -0.0421 0.1034
H -0.136 1.197 1.775 -0.0288 -0.0987 -0.0359
H -0.463 -0.532 1.610 0.0243 0.0691 -0.0773
H -0.251 1.379 -0.803 -0.0874 -0.1289 0.1099
H -1.381 -0.546 -1.989 0.0017 0.0333 0.1899
H -1.268 -1.541 -0.462 -0.0026 0.2048 -0.0675
H -2.745 1.195 -0.742 0.1436 -0.1407 0.0941
H -2.643 0.179 0.770 0.1231 0.0355 -0.1656
```
Positions in Å, forces in eV/Å.



Below is a 2-piece molecular cluster, C2H8OP2S overall, with properties calculated with ωB97M-V with the def2-TZVPD basis set.

Net charge   0
Orbital gap (spin up / spin down)   0.2915 / 0.2147 Eh

XYZ file:
```
14
Properties=species:S:1:pos:R:3:forces:R:3
C -0.313 -1.370 -0.226 0.8469 -0.2260 -2.7969
C 0.013 -0.149 -1.098 3.7315 0.4751 2.9932
O -3.011 1.941 1.069 -0.6416 0.2885 1.1357
P -2.460 1.307 -0.140 -0.4047 0.5408 -0.9325
P -0.294 1.482 -0.291 1.5716 -0.2677 0.2506
S 2.817 2.479 0.276 -0.4265 -0.3818 0.2803
H 0.164 -1.557 0.684 1.8339 0.6810 1.3682
H -1.285 -1.324 0.123 -2.5399 -0.4358 -0.1098
H -0.031 -2.235 -0.840 -0.8384 -0.2058 0.1996
H -0.210 -0.127 -2.104 -1.4879 -0.4167 -2.0469
H 1.153 -0.117 -1.203 -1.1095 0.0076 0.2978
H 2.528 1.706 1.361 0.1634 0.3327 -0.4017
H -2.911 2.098 -1.314 0.4952 -0.6579 0.4808
H 0.304 1.092 0.995 -1.1938 0.2661 -0.7185
```
Positions in Å, forces in eV/Å.



no.,strongest force on any atom (eV/A),calculated total energy (hartree)
1,0.87,-734.7881
2,3.27,-360.5706
3,1.25,-822.7535
4,0.58,-8744.1879
5,0.74,-229.7951
6,0.33,-309.7771
7,4.81,-1237.0056